Arrangement one

# C9H14O

A cluster of 2 separate species, C9H14O in total (ωB97M-V with the def2-TZVPD basis set, OMol25).

Positions of all 24 atoms, in Å:
H: -1.282 -1.572 1.156
C: 0.184 1.598 0.180
H: 0.138 -2.210 1.880
H: 0.009 -1.315 -3.239
O: 2.121 2.786 0.714
C: 1.983 1.760 -1.457
C: -1.421 -1.606 3.372
C: -0.671 -0.567 -2.842
H: 1.708 0.633 -3.234
H: 2.941 2.173 -1.733
H: -2.460 -1.303 3.345
H: -0.221 1.990 1.094
C: 0.026 0.405 -1.925
H: -1.516 -1.049 -2.364
C: 1.470 1.967 -0.182
H: 3.046 2.843 0.459
H: -1.018 -0.032 -3.727
C: -0.504 0.772 -0.694
H: -1.464 0.379 -0.393
C: -0.946 -2.130 2.031
H: -1.356 -2.404 4.119
C: 1.281 0.887 -2.273
H: -0.796 -0.833 3.802
H: -1.253 -3.173 1.912

Output
Total charge: 0
Structure (SMILES): Cc1ccc(O)cc1.CC
HOMO energy (eV): -8.37

Löwdin population analysis, charges in e, atoms 1 to 2: 0.040, -0.009

---

Arrangement two

# C9H14O

A cluster of 2 separate species, C9H14O in total (ωB97M-V with the def2-TZVPD basis set, OMol25).

Positions of all 24 atoms, in Å:
O: 0.185 2.401 -1.452
C: -0.805 1.252 0.350
C: 0.729 -0.572 3.290
H: -0.651 0.156 -2.519
H: -2.247 -2.229 -2.585
H: 2.757 0.004 1.417
C: -0.624 -0.934 -2.705
C: 1.758 0.343 1.166
H: 2.391 1.253 -0.747
H: 1.745 -0.932 3.392
H: -1.672 1.821 0.048
H: 0.711 3.187 -1.301
H: 0.438 -1.172 -2.646
H: -1.459 0.123 2.083
H: -1.017 -2.582 -1.354
C: -0.648 0.381 1.412
C: -1.556 -1.777 -1.886
H: 0.313 0.175 3.969
H: 0.037 -1.403 3.460
C: 0.354 1.549 -0.358
H: -2.122 -1.236 -1.109
H: -0.845 -0.907 -3.787
C: 0.613 -0.032 1.859
C: 1.616 1.131 0.004

Output
Total charge: 0
Structure (SMILES): Cc1ccc(O)cc1.CC
HOMO energy (eV): -8.68

Löwdin population analysis, charges in e, atoms 1 to 2: 0.003, -0.013

---

On energetic grounds, arrangement one is preferred over the next structure by 51.2 kJ/mol.

---

Arrangement one

# C4H12IN2

A cluster of 2 separate species, C4H12IN2 in total (ωB97M-V with the def2-TZVPD basis set, OMol25).

Positions of all 19 atoms, in Å:
N: -0.667 -0.886 -0.219
I: -3.630 -0.240 0.129
H: -1.561 2.862 -0.022
H: 2.451 -1.397 0.896
C: 1.506 -1.753 0.579
H: -1.667 0.144 -2.734
H: 1.620 -2.509 -0.140
C: -0.909 2.297 0.657
N: -1.253 0.652 -1.913
H: 1.188 -0.193 -1.033
H: -0.786 -1.628 -0.952
C: -1.598 0.221 -0.658
H: 0.808 0.455 0.675
H: 0.168 2.194 0.475
H: 0.922 -2.126 1.505
H: -1.124 -1.161 0.742
H: -1.483 1.650 -2.076
C: 0.737 -0.448 -0.067
H: -1.107 2.038 1.639

Output
Total charge: +1
HOMO energy (alpha / beta) (eV): -12.66 / -12.68

Löwdin population analysis, charges in e, atoms 1 to 2: -0.061, 0.786

---

Arrangement two

# C4H12IN2

A structure of composition C4H12IN2 (ωB97M-V with the def2-TZVPD basis set, OMol25).

Positions of all 19 atoms, in Å:
C: -0.728 -1.093 -0.286
H: 1.964 -1.141 1.171
H: -1.544 -1.543 0.315
H: 0.865 -0.773 2.476
H: -1.693 -1.376 -2.333
N: -1.064 1.337 -0.808
H: -1.098 0.321 -1.600
H: 1.190 1.862 1.402
I: 2.034 0.916 -0.983
H: 0.219 -1.671 -0.114
C: 1.601 -0.351 1.689
H: -1.333 0.444 1.150
H: 2.384 -0.002 2.457
H: -0.347 2.040 -0.924
H: -0.061 -1.114 -2.261
N: -0.892 -0.847 -1.768
H: -1.943 1.829 -0.753
C: 1.134 0.813 0.915
C: -0.686 0.349 0.254

Output
Total charge: +1
HOMO energy (eV): -13.03

Löwdin population analysis, charges in e, atoms 1 to 2: -0.166, 0.008

---

Arrangement three

# C4H12IN2

A cluster of 2 separate species, C4H12IN2 in total (ωB97M-V with the def2-TZVPD basis set, OMol25).

Positions of all 19 atoms, in Å:
H: 1.093 -1.558 -0.567
H: -1.726 0.156 1.696
H: 1.665 1.243 1.745
C: -1.324 0.184 -1.005
H: -1.478 1.179 -0.930
N: 1.465 2.330 -0.252
N: 0.047 -1.725 -0.554
C: -1.219 -0.674 1.363
C: -0.525 -0.449 0.038
H: -1.983 -1.588 1.139
H: -1.136 0.077 -2.068
H: -2.328 -0.111 -1.040
C: 1.733 1.250 0.594
H: -0.251 -1.965 -1.459
H: 2.044 2.315 -1.067
H: 1.433 3.088 0.386
H: -0.007 -2.621 -0.083
H: -0.607 -0.860 2.110
I: 3.104 -0.270 -0.046

Output
Total charge: +1
HOMO energy (alpha / beta) (eV): -11.00 / -12.42

Löwdin population analysis, charges in e, atoms 1 to 2: -0.018, 0.063

---

On energetic grounds, arrangement two is preferred over the next structure by 187.8 kJ/mol.

---

Arrangement one

# C7H13N

The molecule C7H13N (ωB97M-V with the def2-TZVPD basis set, OMol25).

Positions of all 21 atoms, in Å:
C: -1.172 0.264 -0.399
C: 0.085 1.013 -0.008
C: 0.782 -1.058 -0.610
C: 2.178 0.191 0.830
H: -0.125 -0.059 -2.315
C: -1.741 -0.686 0.712
H: 2.693 -0.731 1.238
C: -0.484 -0.570 -1.420
H: -1.278 -0.371 1.705
H: -1.473 -1.739 0.544
H: 1.712 -0.940 -1.179
H: 0.628 -2.101 -0.178
H: 0.587 1.391 -0.944
H: 2.313 0.919 1.619
H: -1.384 2.580 -0.416
H: -2.833 -0.609 0.836
C: -1.202 1.694 0.189
H: 2.759 0.534 -0.054
N: 0.832 -0.103 0.528
H: -1.106 -1.418 -1.817
H: -1.771 1.797 1.139

Output
Total charge: 0
Structure (SMILES): CN1CC[C@@]2(C)C[C@@H]12
HOMO energy (eV): -8.37

Löwdin population analysis, charges in e, atoms 1 to 2: -0.372, -0.275

---

Arrangement two

# C7H13N

A cluster of 2 separate species, C7H13N in total (ωB97M-V with the def2-TZVPD basis set, OMol25).

Positions of all 21 atoms, in Å:
H: -2.060 -0.498 0.851
H: 1.715 -2.005 -0.639
C: -0.225 0.736 -1.556
H: 2.153 -0.766 -1.805
H: -0.485 -0.883 -0.178
C: -0.892 -0.428 2.904
C: 0.052 -0.741 -1.137
H: -1.053 2.543 -0.927
C: -0.562 1.348 0.818
H: 2.529 -0.846 0.801
H: -2.189 1.240 -0.709
H: 1.481 0.485 0.634
C: 1.540 -0.981 -0.900
H: 0.726 1.279 -1.740
H: -0.429 -0.150 3.856
H: -0.641 0.667 -2.509
N: 2.219 -0.156 0.123
C: -1.128 1.575 -0.516
H: -1.531 -1.307 2.784
H: -0.395 -1.481 -1.893
C: -0.826 0.369 1.737

Output
Total charge: 0
HOMO energy (eV): -7.59

Löwdin population analysis, charges in e, atoms 1 to 2: 0.182, 0.088

---

On energetic grounds, arrangement one is preferred over the next structure by 404.3 kJ/mol.

---

Arrangement one

# C7H14N

A cluster of 2 separate species, C7H14N in total (ωB97M-V with the def2-TZVPD basis set, OMol25).

Positions of all 22 atoms, in Å:
H: -1.672 -0.018 -1.278
C: -2.754 -0.746 0.231
H: 1.341 -1.678 1.699
H: -1.329 2.840 -0.500
C: 0.994 -0.360 -1.652
H: 2.665 -1.750 0.281
H: -0.047 2.200 0.298
H: 1.537 0.678 1.720
N: -1.017 2.071 0.137
C: 1.800 -1.239 0.810
H: 0.458 0.442 -2.234
H: 0.612 -1.357 -1.896
H: -3.706 -0.595 -0.258
C: 0.914 -0.430 -0.157
C: -1.542 -0.310 -0.275
H: -0.345 -0.599 1.441
C: -0.323 -0.447 0.390
H: 2.020 -0.479 -1.972
C: 1.976 0.235 0.805
H: -2.800 -1.416 0.977
H: 2.754 0.821 0.350
H: -1.534 2.135 1.083

Output
Total charge: +1
HOMO energy (eV): -13.26

Löwdin population analysis, charges in e, atoms 1 to 2: 0.101, 0.169

---

Arrangement two

# C7H14N

The ion C7H14N with charge +1 (ωB97M-V with the def2-TZVPD basis set, OMol25).

Positions of all 22 atoms, in Å:
C: 0.823 1.183 -1.578
C: 0.281 0.236 -0.484
H: 0.994 -0.129 2.422
H: -1.531 1.796 1.374
H: 1.341 1.427 1.548
C: -1.357 -2.120 -1.328
H: -2.399 -2.310 -1.005
C: -1.031 0.119 0.227
H: -1.642 0.343 2.165
H: 1.533 -1.322 0.532
N: 1.497 -0.182 0.360
H: -0.581 -2.859 -1.292
C: -0.900 -0.888 -0.650
C: -1.900 0.738 1.209
H: -1.443 -1.858 -2.364
H: 0.094 1.225 -2.325
C: 1.571 0.357 1.683
H: 2.567 0.532 1.947
H: 0.999 2.182 -1.036
H: 1.667 0.770 -1.968
H: -2.897 0.841 0.825
H: 2.314 -0.081 -0.262

Output
Total charge: +1
Structure (SMILES): C[NH2+]C1(C)C(C)=C1C
HOMO energy (eV): -13.46

Löwdin population analysis, charges in e, atoms 1 to 2: 0.014, -0.278

---

Arrangement three

# C7H14N

The ion C7H14N with charge +1 (ωB97M-V with the def2-TZVPD basis set, OMol25).

Positions of all 22 atoms, in Å:
H: -1.305 -1.467 1.524
H: 3.079 0.445 1.820
H: -1.796 2.191 -1.744
H: 0.865 0.497 -1.531
C: -1.903 0.043 0.132
C: -0.949 1.888 -1.177
C: 1.291 -1.267 -0.353
H: -2.179 -2.009 0.004
H: 2.495 1.224 0.380
H: 1.215 0.724 1.482
H: -2.579 0.794 0.548
H: -3.081 -1.349 1.353
H: 0.042 -0.870 -2.148
H: -0.873 2.503 -0.292
C: 2.249 0.576 1.154
C: -0.948 0.430 -0.713
H: 2.653 -1.509 1.050
C: -2.103 -1.302 0.757
N: 2.064 -0.836 0.580
H: -0.076 1.864 -1.668
C: 0.317 -0.421 -1.223
H: 1.227 -2.300 -0.574

Output
Total charge: +1
Structure (SMILES): C/C=C(/C)C/C=[NH+]\C
HOMO energy (eV): -12.81

Löwdin population analysis, charges in e, atoms 1 to 2: 0.087, 0.100

---

Arrangement four

# C7H14N

The ion C7H14N with charge +1 (ωB97M-V with the def2-TZVPD basis set, OMol25).

Positions of all 22 atoms, in Å:
H: 0.507 -2.495 -1.879
H: 2.071 -0.915 -0.023
H: 1.504 0.435 -1.705
C: -1.114 0.891 1.987
H: 1.075 -0.226 1.218
H: -0.892 -3.086 -0.908
H: 2.325 1.242 -0.465
C: 1.312 0.834 -0.684
H: 0.871 2.868 -0.237
H: 0.355 2.346 -1.726
C: -1.447 -0.803 0.159
C: -0.209 -1.262 -0.167
H: 0.665 -3.134 -0.146
H: -1.211 1.979 2.216
H: -0.406 1.988 -0.190
N: 0.468 2.084 -0.755
C: 0.070 -2.627 -0.865
C: 1.034 -0.426 0.144
H: -2.579 0.977 0.504
C: -1.681 0.431 0.875
H: -0.443 0.349 2.715
H: -2.274 -1.451 -0.067

Output
Total charge: +1
Structure (SMILES): C=C/C=C(/C)CC[NH3+]
HOMO energy (eV): -12.51

Löwdin population analysis, charges in e, atoms 1 to 2: 0.100, 0.159

---

On energetic grounds, arrangement four is preferred over the next structure by 36.6 kJ/mol.